(1)
Below is a 11-piece molecular cluster, C22H48N20O14 overall, with properties calculated with the ωB97M-V functional and the def2-TZVPD basis.

Summary:
E_tot: -3016.030222 Eh
Charge: 0
HOMO: -8.9 eV
Multiplicity: 1
Frontier orbital gap: 8.695 eV
SMILES: O=C(O)Cc1ccc2c(c1)C(=O)C=CC2=O.NC(N)=O.NC(N)=O.NC(N)=O.NC(N)=O.NC(N)=O.NC(N)=O.NC(N)=O.NC(N)=O.NC(N)=O.NC(N)=O

Geometry as XYZ:
```
104
C22H48N20O14 | the Open Molecules 2025 dataset | the ωB97M-V functional and the def2-TZVPD basis
O -0.813 2.589 4.965
C -0.425 2.759 3.854
O 0.611 3.611 3.583
C -1.040 2.114 2.648
C -0.167 0.965 2.189
C -0.485 -0.352 2.529
C 0.323 -1.423 2.149
C 1.464 -1.147 1.410
C 1.793 0.156 1.043
C 0.973 1.215 1.422
C 3.035 0.357 0.261
O 3.110 1.189 -0.626
C 4.142 -0.555 0.612
C 3.828 -1.804 0.956
C 2.406 -2.229 0.997
O 2.044 -3.333 0.684
H 1.448 3.130 3.567
H -1.031 2.864 1.859
H -2.037 1.753 2.879
H -1.377 -0.509 3.123
H 0.089 -2.438 2.416
H 1.263 2.216 1.131
H 5.161 -0.195 0.593
H 4.599 -2.506 1.233
N -4.938 -0.070 5.554
C -3.946 0.765 5.122
N -3.075 1.188 6.083
O -3.846 1.106 3.951
H -5.033 -0.355 6.508
H -5.603 -0.407 4.873
H -2.324 1.810 5.806
H -3.148 0.907 7.042
N 6.047 -1.578 -3.900
C 5.472 -1.160 -2.730
N 4.978 0.103 -2.747
O 5.417 -1.877 -1.737
H 6.101 -1.008 -4.721
H 6.419 -2.508 -3.923
H 4.544 0.447 -1.906
H 5.017 0.701 -3.549
N 1.194 0.634 -6.193
C 1.828 0.428 -4.989
N 1.309 1.122 -3.932
O 2.777 -0.319 -4.870
H 0.412 1.250 -6.312
H 1.563 0.151 -6.993
H 1.748 0.989 -3.036
H 0.526 1.742 -4.004
N 0.224 -4.523 5.797
C 1.250 -3.725 5.372
N 2.160 -3.381 6.333
O 1.348 -3.349 4.218
H 0.125 -4.845 6.741
H -0.459 -4.794 5.115
H 2.924 -2.797 6.051
H 2.100 -3.680 7.287
N -8.505 1.158 4.688
C -8.489 -0.127 4.260
N -9.590 -0.872 4.604
O -7.567 -0.607 3.611
H -9.253 1.579 5.225
H -7.712 1.725 4.449
H -9.611 -1.827 4.300
H -10.360 -0.507 5.129
N -10.112 5.542 5.253
C -9.763 4.449 5.984
N -9.582 4.661 7.318
O -9.618 3.346 5.472
H -10.234 6.456 5.645
H -10.249 5.411 4.268
H -9.320 3.872 7.879
H -9.692 5.555 7.757
N -1.962 -3.428 -7.767
C -0.947 -2.524 -7.834
N -0.819 -1.670 -6.783
O -0.191 -2.484 -8.800
H -2.596 -3.490 -6.993
H -2.072 -4.062 -8.545
H -0.067 -0.999 -6.824
H -1.423 -1.679 -5.984
N -0.259 -6.181 -12.132
C -0.615 -5.418 -11.049
N 0.351 -4.617 -10.538
O -1.743 -5.461 -10.573
H 0.655 -6.166 -12.541
H -0.961 -6.779 -12.523
H 0.080 -4.051 -9.739
H 1.284 -4.562 -10.898
N 2.750 4.320 -0.726
C 3.777 5.006 -0.138
N 3.885 6.322 -0.509
O 4.539 4.491 0.658
H 2.111 4.731 -1.377
H 2.645 3.350 -0.480
H 4.628 6.854 -0.095
H 3.270 6.768 -1.161
N 9.755 0.785 -0.138
C 8.559 0.116 -0.164
N 8.366 -0.700 -1.239
O 7.726 0.246 0.717
H 10.456 0.697 -0.848
H 9.922 1.394 0.641
H 7.492 -1.198 -1.276
H 9.033 -0.822 -1.975
```

(2)
Below is a 3-piece molecular cluster, C22H48N3O3 overall, with properties calculated with the ωB97M-V functional and the def2-TZVPD basis.

Summary:
E_tot: -1256.758695 Eh
Charge: +1
HOMO: -11.7 eV
Multiplicity: 1
Frontier orbital gap: 8.273 eV

Geometry as XYZ:
```
76
C22H48N3O3 | the Open Molecules 2025 dataset | the ωB97M-V functional and the def2-TZVPD basis
C -9.039 -7.673 -2.733
O -7.653 -7.341 -2.751
C -7.061 -7.203 -1.502
N -5.738 -7.841 -1.493
C -5.435 -8.921 -0.527
C -4.084 -8.470 0.106
N -4.035 -6.992 -0.114
C -4.670 -6.976 -1.367
N -4.204 -6.308 -2.369
C -3.073 -5.358 -2.309
C -2.750 -4.788 -3.703
C -2.621 -3.260 -3.696
C -1.340 -2.778 -3.032
O -1.521 -2.844 -1.604
C -0.777 -1.919 -0.924
O 0.213 -2.202 -0.342
H -9.231 -8.506 -2.047
H -9.301 -7.989 -3.742
H -9.652 -6.809 -2.456
H -7.664 -7.670 -0.714
H -6.943 -6.134 -1.260
H -6.237 -9.034 0.208
H -5.310 -9.884 -1.023
H -3.959 -8.738 1.151
H -3.287 -8.883 -0.513
H -4.649 -6.532 0.559
H -4.668 -6.449 -3.260
H -2.221 -5.899 -1.892
H -3.314 -4.563 -1.604
H -3.546 -5.062 -4.407
H -1.833 -5.244 -4.086
H -2.651 -2.881 -4.722
H -3.465 -2.823 -3.151
H -1.106 -1.752 -3.340
H -0.484 -3.410 -3.289
H -1.173 -0.893 -0.958
C 2.169 0.692 -1.596
C 1.637 1.264 -0.287
C 0.631 2.398 -0.480
C 1.181 3.634 -1.194
C 2.396 4.271 -0.522
C 2.117 4.777 0.890
H 2.707 1.442 -2.179
H 2.857 -0.131 -1.403
H 1.353 0.307 -2.215
H 2.473 1.604 0.330
H 1.153 0.461 0.275
H 0.231 2.688 0.496
H -0.225 2.021 -1.054
H 0.382 4.380 -1.262
H 1.439 3.377 -2.226
H 2.733 5.106 -1.140
H 3.227 3.559 -0.497
H 1.316 5.519 0.885
H 3.004 5.246 1.316
H 1.824 3.967 1.560
C 7.198 9.751 4.344
C 6.762 8.490 5.082
C 7.027 7.203 4.302
C 6.287 7.098 2.967
C 4.767 7.215 3.065
C 4.124 6.117 3.906
H 6.655 9.879 3.406
H 7.019 10.641 4.949
H 8.264 9.716 4.110
H 5.701 8.563 5.336
H 7.296 8.432 6.034
H 6.770 6.347 4.931
H 8.101 7.121 4.109
H 6.539 6.138 2.505
H 6.658 7.865 2.282
H 4.353 7.180 2.053
H 4.491 8.193 3.469
H 4.357 5.130 3.500
H 3.038 6.224 3.921
H 4.470 6.145 4.940
```